(1)
The following is a DFT calculation (ωB97M-V/def2-TZVPD) of a structure of composition C4H12O5.

Each line ends with the Löwdin charge.
Geometry (Å):
C -0.198 -1.169 -1.040  -0.37
C -0.780 -2.050 -2.110  -0.02
O -1.500 -0.080 -0.619  -0.21
O -1.534 0.959 -1.590  -0.08
O 0.188 -1.791 0.041  0.01
H -2.431 1.301 -1.474  0.09
H 0.611 -1.128 0.808  0.10
H 0.467 -0.376 -1.404  0.14
H -1.528 -2.708 -1.674  0.09
H 0.023 -2.657 -2.534  0.09
H -1.223 -1.444 -2.898  0.08
C 2.288 0.474 1.368  -0.11
C -0.683 1.826 1.544  -0.09
O 1.079 -0.118 1.768  -0.15
O -0.236 0.634 0.968  -0.13
H 2.383 0.487 0.275  0.09
H -1.616 1.668 2.094  0.09
H 0.073 2.266 2.206  0.10
H 3.101 -0.130 1.790  0.10
H 2.384 1.497 1.745  0.08
H -0.870 2.541 0.735  0.10

The value obtained for the LUMO energy (alpha / beta) is -0.544 / -0.543 eV. Its spin multiplicity is 1. Its energy above the lowest of the compared OMol25 structures with the same formula, charge and spin is 855.5 kJ/mol. The orbital gap (alpha / beta) is 0.28873 / 0.28887 Ha. The calculation puts the HOMO energy (alpha / beta) at -8.4 / -8.4 eV. The value obtained for the energy is -535.50255 Eh.

---

(2)
The following is a DFT calculation (ωB97M-V/def2-TZVPD) of a structure of composition C4H12O6V.

Each line ends with the Löwdin charge.
Geometry (Å):
V -0.005 -0.082 0.061  1.17
O -3.189 1.004 -0.181  -0.46
C -3.584 2.194 0.548  -0.44
C -2.636 2.809 1.685  -0.44
O -1.216 2.643 1.661  -0.41
H -4.553 2.135 1.044  0.04
H -3.845 2.936 -0.205  0.05
H -2.996 2.315 2.587  0.05
H -2.868 3.868 1.796  0.06
O 1.716 0.210 -2.805  -0.42
C 2.993 -0.396 -2.909  -0.47
C 3.939 -0.213 -1.619  -0.45
O 3.379 -0.184 -0.296  -0.45
H 3.580 -0.117 -3.784  0.05
H 2.949 -1.475 -3.058  0.04
H 4.449 0.744 -1.728  0.05
H 4.773 -0.911 -1.697  0.04
O -0.319 -3.619 -0.583  -0.06
H -0.153 -4.490 -0.223  0.02
H -0.825 -3.780 -1.379  0.03
O -0.516 -1.614 3.395  -0.06
H 0.139 -2.265 3.645  0.02
H -1.213 -1.713 4.045  0.03

The value obtained for the LUMO energy (alpha / beta) is 4.188 / 4.143 eV. Its spin multiplicity is 4. The orbital gap (alpha / beta) is 0.15253 / 0.15748 Ha. The calculation puts the HOMO energy (alpha / beta) at 0.0 / -0.1 eV. The value obtained for the energy is -1554.61297 Eh. The net charge is -2.

---

(3)
The following is a DFT calculation (ωB97M-V/def2-TZVPD) of a cluster of 2 separate species, C4H12OS in total.

Each line ends with the Löwdin charge.
Geometry (Å):
C -1.451 1.516 0.402  -0.12
C -0.400 1.045 1.399  -0.32
C 0.607 0.070 0.815  -0.51
S -0.146 -1.526 0.353  0.79
C 1.322 -2.332 -0.248  -0.43
H -1.055 2.285 -0.263  0.08
H -2.415 1.720 0.843  0.07
H -1.663 0.687 -0.267  0.03
H 0.129 1.912 1.804  0.11
H -0.914 0.576 2.248  0.10
H 1.072 0.469 -0.090  0.08
H 1.416 -0.150 1.510  0.07
H 1.624 -1.945 -1.215  0.03
H 1.003 -3.359 -0.434  0.03
H 2.122 -2.262 0.485  0.04
O -0.195 0.489 -2.784  -0.07
H -0.718 -0.280 -2.519  0.03
H -0.339 1.085 -2.039  0.00

The value obtained for the LUMO energy is 0.877 eV. Its spin multiplicity is 1. The SMILES is CCCSC.O. Its energy above the lowest of the compared OMol25 structures with the same formula, charge and spin is 27.3 kJ/mol. The orbital gap is 0.35024 Ha. The calculation puts the HOMO energy at -8.7 eV. The value obtained for the energy is -633.01670 Eh.

---

(4)
The following is a DFT calculation (ωB97M-V/def2-TZVPD) of a cluster of 2 separate species, C4H12OS in total.

Each line ends with the Löwdin charge.
Geometry (Å):
C -1.424 -2.234 1.504  -0.10
C -2.172 -1.138 0.834  -0.33
O -2.109 0.082 1.604  -0.09
H -1.344 -3.101 0.853  0.07
H -1.899 -2.577 2.421  0.07
H -0.420 -1.871 1.757  0.08
H -1.748 -0.888 -0.133  0.10
H -3.216 -1.411 0.649  0.11
H -3.014 0.294 1.877  0.08
C 2.502 -0.412 -0.552  -0.19
C 1.728 0.351 -1.595  -0.59
S 0.728 1.752 -0.874  0.65
H 3.434 0.062 -0.253  0.07
H 1.948 -0.650 0.353  0.06
H 2.817 -1.402 -0.927  0.07
H 0.956 -0.281 -2.034  0.05
H 2.339 0.852 -2.339  0.05
H 1.732 2.637 -0.926  -0.17

The value obtained for the LUMO energy is 0.901 eV. Its spin multiplicity is 1. The SMILES is CCO.CCS. Its energy above the lowest of the compared OMol25 structures with the same formula, charge and spin is 79.2 kJ/mol. The orbital gap is 0.35940 Ha. The calculation puts the HOMO energy at -8.9 eV. The value obtained for the energy is -632.99692 Eh.

---

(5)
The following is a DFT calculation (ωB97M-V/def2-TZVPD) of a cluster of 2 separate species, C4H12OS in total.

Each line ends with the Löwdin charge.
Geometry (Å):
C 0.261 1.591 -0.536  -0.12
C 1.497 0.785 -0.124  -0.35
C 2.153 1.217 1.120  -0.43
S 1.119 0.956 2.756  0.70
C 0.146 -0.593 2.811  -0.45
H 0.298 2.648 -0.299  0.08
H -0.035 1.528 -1.570  0.06
H -0.576 1.116 -0.081  0.05
H 2.289 1.111 -0.856  0.12
H 1.221 -0.210 -0.415  0.10
H 2.424 2.288 1.041  0.09
H 2.931 0.480 1.432  0.06
H 0.933 -1.275 2.868  -0.02
H -0.445 -0.736 3.783  0.06
H -0.664 -0.737 2.023  0.05
O -4.891 -3.256 -4.786  -0.08
H -4.020 -2.844 -4.877  0.03
H -4.641 -4.069 -4.292  0.05

The value obtained for the LUMO energy is 0.865 eV. Its spin multiplicity is 1. The SMILES is CCCSC.O. Its energy above the lowest of the compared OMol25 structures with the same formula, charge and spin is 170.0 kJ/mol. The orbital gap is 0.33606 Ha. The calculation puts the HOMO energy at -8.3 eV. The value obtained for the energy is -632.96235 Eh.

---

(6)
The following is a DFT calculation (ωB97M-V/def2-TZVPD) of a cluster of 2 separate species, C4H12OS in total.

Each line ends with the Löwdin charge.
Geometry (Å):
C 2.048 1.288 1.030  -0.10
C 0.928 1.824 0.139  -0.27
C -0.389 1.025 0.215  -0.29
C -0.758 0.326 -1.096  -0.59
S -2.047 -0.933 -0.897  0.69
H 3.010 1.736 0.777  0.07
H 1.850 1.496 2.071  0.07
H 2.110 0.210 0.868  0.04
H 1.220 2.039 -0.886  0.10
H 0.741 2.872 0.422  0.10
H -1.149 1.770 0.442  0.10
H -0.357 0.350 1.070  0.09
H 0.095 -0.082 -1.634  0.07
H -1.242 1.087 -1.702  0.06
H -1.694 -1.406 0.305  -0.17
O 1.764 -2.102 0.931  -0.06
H 0.960 -1.825 0.465  0.02
H 1.400 -2.490 1.734  0.04

The value obtained for the LUMO energy is 0.628 eV. Its spin multiplicity is 1. The SMILES is CCCCS.O. Its energy above the lowest of the compared OMol25 structures with the same formula, charge and spin is 51.8 kJ/mol. The orbital gap is 0.36221 Ha. The calculation puts the HOMO energy at -9.2 eV. The value obtained for the energy is -633.00734 Eh.

---

(7)
The following is a DFT calculation (ωB97M-V/def2-TZVPD) of a cluster of 2 separate species, C4H12OS in total.

Each line ends with the Löwdin charge.
Geometry (Å):
C -1.127 -1.639 0.610  -0.09
C -1.381 -1.728 2.109  -0.29
O -2.212 -2.907 2.278  -0.11
H -0.985 -0.603 0.258  0.04
H -2.164 -1.692 0.260  0.08
H -0.331 -2.254 0.212  0.07
H -0.570 -1.840 2.831  0.11
H -2.011 -0.880 2.392  0.10
H -1.942 -3.490 2.980  0.06
C 2.403 0.414 -1.335  -0.19
C 1.931 1.861 -1.412  -0.64
S 0.148 2.006 -1.138  0.68
H 2.417 0.095 -0.289  0.07
H 1.781 -0.375 -1.775  0.06
H 3.362 0.293 -1.837  0.07
H 2.318 2.371 -2.291  0.06
H 2.463 2.366 -0.598  0.06
H 0.081 3.344 -1.291  -0.15

The value obtained for the LUMO energy is 0.820 eV. Its spin multiplicity is 1. The SMILES is CCO.CCS. Its energy above the lowest of the compared OMol25 structures with the same formula, charge and spin is 126.4 kJ/mol. The orbital gap is 0.36419 Ha. The calculation puts the HOMO energy at -9.1 eV. The value obtained for the energy is -632.97894 Eh.

---

(8)
The following is a DFT calculation (ωB97M-V/def2-TZVPD) of a cluster of 2 separate species, C4H12OS in total.

Each line ends with the Löwdin charge.
Geometry (Å):
C 0.224 0.670 2.394  -0.09
C 0.829 1.531 1.252  -0.28
C 0.820 0.794 -0.095  -0.44
S -0.809 0.238 -0.526  1.17
C -0.639 -0.002 -2.305  -0.28
H 0.474 -0.373 2.181  0.07
H 0.797 0.814 3.307  0.09
H -0.831 0.910 2.460  0.08
H 1.870 1.783 1.455  0.12
H 0.337 2.491 1.104  0.11
H 1.306 -0.205 -0.049  0.11
H 1.337 1.322 -0.898  0.11
H 0.027 -0.813 -2.617  0.08
H -1.612 -0.258 -2.718  0.06
H -0.225 0.928 -2.691  0.07
H -0.378 -2.662 -0.813  0.01
H -0.069 -2.780 0.663  0.07
O 0.357 -2.833 -0.224  -0.06

The value obtained for the LUMO energy (alpha / beta) is -3.317 / -8.170 eV. Its spin multiplicity is 2. Its energy above the lowest of the compared OMol25 structures with the same formula, charge and spin is 24.5 kJ/mol. The orbital gap (alpha / beta) is 0.45171 / 0.27329 Ha. The calculation puts the HOMO energy (alpha / beta) at -15.6 / -15.6 eV. The value obtained for the energy is -632.70103 Eh. The net charge is +1.

---

(9)
The following is a DFT calculation (ωB97M-V/def2-TZVPD) of a cluster of 2 separate species, C4H12OS2 in total.

Each line ends with the Löwdin charge.
Geometry (Å):
C -0.090 2.327 -0.615  -0.17
C -0.791 2.939 0.597  -0.63
S -0.447 2.088 2.146  0.49
S -1.275 0.231 1.864  0.50
C 0.152 -0.741 1.334  -0.62
C -0.222 -2.218 1.381  -0.18
H 0.053 3.004 -1.437  0.06
H -0.370 1.300 -0.810  0.05
H 0.949 2.246 -0.250  0.07
H -1.870 2.998 0.477  0.06
H -0.479 3.989 0.686  0.07
H 0.545 -0.405 0.367  0.06
H 0.987 -0.566 2.003  0.06
H 0.395 -2.887 0.796  0.07
H -1.278 -2.420 1.185  0.06
H -0.095 -2.570 2.410  0.07
O 1.410 -2.842 -3.781  -0.07
H 1.918 -3.517 -4.257  0.04
H 0.509 -2.957 -4.096  0.03

The value obtained for the LUMO energy is 0.738 eV. Its spin multiplicity is 1. The SMILES is CCSSCC.O. Its energy above the lowest of the compared OMol25 structures with the same formula, charge and spin is 36.0 kJ/mol. The orbital gap is 0.34821 Ha. The calculation puts the HOMO energy at -8.7 eV. The value obtained for the energy is -1031.20409 Eh.

---

(10)
The following is a DFT calculation (ωB97M-V/def2-TZVPD) of a cluster of 2 separate species, C4H12OS2 in total.

Each line ends with the Löwdin charge.
Geometry (Å):
C 1.323 0.769 -1.512  -0.11
C 0.648 1.017 -0.175  -0.43
C -0.294 2.104 -0.396  -0.67
S -1.907 1.733 0.198  0.53
S -2.148 -0.308 -0.144  0.52
C -2.019 -1.306 1.219  -0.53
H 0.724 0.037 -2.105  0.08
H 1.200 1.701 -2.097  0.06
H 2.476 0.425 -1.333  0.13
H 0.217 0.132 0.320  0.05
H 1.246 1.436 0.595  0.09
H 0.206 3.162 0.111  0.16
H -0.419 2.416 -1.485  0.07
H -1.823 -2.271 0.900  0.02
H -1.164 -1.152 1.802  0.02
H -2.790 -1.311 1.901  0.02
O 1.773 -2.844 0.875  -0.08
H 0.961 -2.551 1.350  0.04
H 1.789 -3.189 -0.024  0.04

The value obtained for the LUMO energy is 0.560 eV. Its spin multiplicity is 1. The SMILES is CCCSSC.O. Its energy above the lowest of the compared OMol25 structures with the same formula, charge and spin is 238.3 kJ/mol. The orbital gap is 0.34322 Ha. The calculation puts the HOMO energy at -8.8 eV. The value obtained for the energy is -1031.12707 Eh.